(one)
The following is a DFT calculation (wB97M-V/def2-TZVPD) of one molecule with the formula C5H11NO2S.

lowest unoccupied orbital energy = 0.019 Ha
gap between HOMO and LUMO = 8.38 eV
structure (SMILES) = CSCC[C@H](N)C(=O)O
HOMO level = -0.28917 Ha
charge = 0
multiplicity = 1

Cartesian coordinates (Å):
C (-3.52, 0.63, 0.02)
S (-2.43, -0.73, -0.23)
C (-0.84, -0.13, -0.30)
C (-0.23, 0.07, 1.07)
C (1.13, 0.61, 0.59)
N (1.03, 1.51, -0.55)
C (2.27, -0.41, 0.18)
O (2.02, -1.62, -0.06)
O (3.44, 0.22, -0.27)
H (-4.50, 0.07, -0.35)
H (-3.48, 1.23, 1.01)
H (-3.32, 1.29, -0.83)
H (-0.28, -0.89, -0.88)
H (-0.73, 0.80, -0.98)
H (0.00, -0.65, 1.81)
H (-0.82, 0.99, 1.62)
H (1.70, 1.15, 1.52)
H (1.95, 1.67, -1.12)
H (0.63, 2.30, -0.16)
H (4.04, -0.43, -0.81)

***

(two)
The following is a DFT calculation (wB97M-V/def2-TZVPD) of a 2-piece molecular cluster, C5H11NO2S overall.

lowest unoccupied orbital energy (spin up / spin down) = -0.079 / -0.079 Ha
gap between HOMO and LUMO (spin up / spin down) = 7.34 / 7.31 eV
HOMO level (spin up / spin down) = -0.34866 / -0.34773 Ha
charge = 0
multiplicity = 1

Cartesian coordinates (Å):
C (-0.51, -1.28, 1.21)
C (-1.01, 1.19, 0.63)
C (-2.32, -0.52, -0.56)
C (2.62, -0.24, -0.48)
C (-0.93, -0.23, 0.11)
N (2.82, 1.11, -0.90)
O (3.36, 1.30, -1.98)
O (2.59, 1.93, -0.06)
S (0.09, -0.42, -1.36)
H (-0.99, -1.13, 2.20)
H (-0.80, -2.18, 0.82)
H (0.63, -1.11, 1.29)
H (-1.41, 1.80, -0.13)
H (0.00, 1.53, 0.78)
H (-1.80, 1.32, 1.43)
H (-2.50, 0.26, -1.40)
H (-2.48, -1.50, -0.96)
H (-3.22, -0.48, 0.09)
H (2.94, -0.41, 0.50)
H (2.93, -0.93, -1.21)

***

(one) (84.8 kcal/mol below the next structure)

***

(one)
The following is a DFT calculation (wB97M-V/def2-TZVPD) of one molecule with the formula C5H9FS.

lowest unoccupied orbital energy = 0.033 Ha
gap between HOMO and LUMO = 9.75 eV
structure (SMILES) = CC1(C)S[C@H]1CF
HOMO level = -0.32575 Ha
charge = 0
multiplicity = 1

Cartesian coordinates (Å):
C (-0.20, -1.49, -0.36)
C (-0.42, 0.00, -0.43)
C (-0.22, 0.72, -1.79)
S (-1.90, 0.67, 0.54)
C (-0.06, 0.86, 0.74)
C (0.73, 0.26, 1.87)
F (1.84, -0.35, 1.33)
H (-0.92, -1.91, -1.03)
H (0.77, -1.82, -0.71)
H (-0.26, -1.87, 0.67)
H (0.91, 0.80, -1.93)
H (-0.65, 0.10, -2.66)
H (-0.75, 1.67, -1.73)
H (0.04, 1.88, 0.47)
H (0.05, -0.51, 2.35)
H (1.06, 0.99, 2.67)

***

(two)
The following is a DFT calculation (wB97M-V/def2-TZVPD) of a 2-piece molecular cluster, C5H9FS overall.

lowest unoccupied orbital energy = 0.027 Ha
gap between HOMO and LUMO = 9.77 eV
HOMO level = -0.33234 Ha
charge = 0
multiplicity = 1

Cartesian coordinates (Å):
C (-0.49, -0.52, 1.25)
C (-0.46, 0.08, -0.09)
C (-1.35, -0.78, -0.94)
C (0.67, 0.77, -0.65)
C (1.91, 0.78, 0.09)
H (-1.61, -1.03, 0.99)
H (0.51, -1.30, 1.29)
H (-0.72, 0.27, 2.47)
H (-1.08, -1.99, -0.93)
H (-2.35, -0.87, -0.48)
H (-1.50, -0.30, -1.97)
H (0.54, 0.66, -1.63)
H (1.51, 0.86, 1.22)
H (2.15, 1.72, -0.38)
F (2.84, -0.23, -0.24)
S (-0.59, 1.90, -0.01)

***

(three)
The following is a DFT calculation (wB97M-V/def2-TZVPD) of one molecule with the formula C5H9FS.

lowest unoccupied orbital energy = 0.031 Ha
gap between HOMO and LUMO = 9.27 eV
structure (SMILES) = C[C@@H]1[C@@H](S)[C@@H]1CF
HOMO level = -0.31015 Ha
charge = 0
multiplicity = 1

Cartesian coordinates (Å):
C (-1.55, -0.37, 0.88)
C (-0.52, 0.57, -0.06)
C (-0.05, 0.12, -1.40)
S (-0.20, 0.94, -2.89)
C (0.93, 0.19, -0.08)
C (1.51, -0.75, 0.86)
F (1.04, -2.06, 0.72)
H (-1.55, -1.58, 0.68)
H (-2.61, 0.03, 0.58)
H (-1.33, 0.08, 2.01)
H (-0.69, 1.60, 0.21)
H (0.03, -0.91, -1.49)
H (-0.48, 2.23, -2.35)
H (1.62, 0.99, -0.19)
H (2.63, -0.71, 0.56)
H (1.23, -0.37, 1.97)

***

(one) (62.7 kcal/mol below the next structure)

***

(one)
The following is a DFT calculation (wB97M-V/def2-TZVPD) of a 3-piece molecular cluster, CHN5O overall.

lowest unoccupied orbital energy = 0.028 Ha
gap between HOMO and LUMO = 11.85 eV
structure (SMILES) = N=C=O.N#N.N#N
HOMO level = -0.40697 Ha
charge = 0
multiplicity = 1

Cartesian coordinates (Å):
N (-0.97, -0.64, 0.41)
C (-0.18, -1.54, 0.66)
O (0.74, -2.32, 0.57)
H (-1.84, -0.25, 0.73)
N (-0.41, -1.98, -1.54)
N (0.31, -2.19, -2.35)
N (-4.02, 0.23, 1.81)
N (-3.95, 1.13, 1.14)

***

(two)
The following is a DFT calculation (wB97M-V/def2-TZVPD) of CHN5O as an isolated structure.

lowest unoccupied orbital energy = -0.090 Ha
gap between HOMO and LUMO = 7.91 eV
HOMO level = -0.38047 Ha
charge = 0
multiplicity = 1

Cartesian coordinates (Å):
C (0.04, 0.43, 0.05)
N (-0.47, 1.64, 0.03)
N (0.55, 2.47, -0.01)
N (1.66, 1.84, -0.02)
N (2.59, -0.90, -0.05)
N (1.37, 0.55, 0.02)
O (3.66, -0.52, 0.04)
H (-0.50, -0.49, 0.07)

***

(one) (131.7 kcal/mol below the next structure)

***

(one)
The following is a DFT calculation (wB97M-V/def2-TZVPD) of one molecule with the formula C2H7N3O2.

lowest unoccupied orbital energy = 0.034 Ha
gap between HOMO and LUMO = 9.26 eV
structure (SMILES) = CO/C(=N/O)NN
HOMO level = -0.30655 Ha
charge = 0
multiplicity = 1

Cartesian coordinates (Å):
C (-1.92, -1.05, -0.13)
O (-0.46, -1.04, 0.01)
C (0.04, 0.19, -0.10)
N (-0.83, 1.08, 0.11)
O (-0.12, 2.25, -0.15)
N (1.42, 0.31, -0.22)
N (2.20, -0.85, -0.01)
H (-2.21, -2.16, 0.02)
H (-2.36, -0.45, 0.75)
H (-2.38, -0.75, -1.08)
H (-0.78, 2.80, 0.44)
H (1.72, 1.25, 0.01)
H (3.02, -0.81, -0.62)
H (2.66, -0.78, 0.97)

***

(two)
The following is a DFT calculation (wB97M-V/def2-TZVPD) of one molecule with the formula C2H7N3O2.

lowest unoccupied orbital energy = 0.032 Ha
gap between HOMO and LUMO = 10.34 eV
structure (SMILES) = CNN(C)[N+](=O)[O-]
HOMO level = -0.34774 Ha
charge = 0
multiplicity = 1

Cartesian coordinates (Å):
C (-1.30, 1.41, 0.05)
N (-0.47, 0.58, -0.81)
N (0.30, -0.39, -0.16)
C (0.09, -1.77, 0.00)
N (1.56, 0.12, 0.34)
O (2.44, -0.66, 0.60)
O (1.60, 1.32, 0.40)
H (-2.13, 0.75, 0.51)
H (-0.74, 1.85, 0.85)
H (-1.58, 2.11, -0.59)
H (0.08, 1.22, -1.35)
H (-0.64, -2.03, 0.80)
H (-0.29, -2.29, -0.85)
H (1.07, -2.23, 0.21)

***

(three)
The following is a DFT calculation (wB97M-V/def2-TZVPD) of a 2-piece molecular cluster, C2H7N3O2 overall.

lowest unoccupied orbital energy = 0.018 Ha
gap between HOMO and LUMO = 10.01 eV
HOMO level = -0.34985 Ha
charge = 0
multiplicity = 1

Cartesian coordinates (Å):
C (-0.12, 0.16, 1.80)
C (-0.67, 0.41, 0.20)
N (-1.55, -0.51, -0.40)
N (-0.42, 1.57, -0.39)
N (1.52, -0.74, -0.88)
O (0.78, 0.97, 2.00)
O (-0.55, -0.83, 2.26)
H (-1.82, -1.34, 0.14)
H (-1.91, -0.60, -1.33)
H (0.24, 2.19, 0.07)
H (-0.57, 1.59, -1.40)
H (2.13, -1.31, -1.46)
H (2.14, -0.35, -0.18)
H (0.80, -1.20, -0.43)

***

(four)
The following is a DFT calculation (wB97M-V/def2-TZVPD) of a 2-piece molecular cluster, C2H7N3O2 overall.

lowest unoccupied orbital energy (spin up / spin down) = -0.006 / -0.006 Ha
gap between HOMO and LUMO (spin up / spin down) = 9.01 / 9.01 eV
structure (SMILES) = CN(C)N=O.N=O
HOMO level (spin up / spin down) = -0.33730 / -0.33737 Ha
charge = 0
multiplicity = 1

Cartesian coordinates (Å):
C (0.47, -1.48, -0.49)
N (0.11, -0.36, 0.40)
C (0.68, 0.92, 0.09)
N (-0.94, -0.33, 1.20)
O (-1.85, -1.16, 1.03)
H (-0.45, -2.07, -0.73)
H (0.65, -1.05, -1.39)
H (1.20, -2.15, -0.09)
H (0.00, 1.73, 0.36)
H (1.64, 1.02, 0.46)
H (0.75, 0.87, -1.00)
N (-2.76, 1.81, 0.74)
O (-3.01, 1.02, -0.15)
H (-3.11, 1.53, 1.71)

***

(three) (82.9 kcal/mol below the next structure)